[1]
The following is a quantum chemistry calculation of an isolated ion of composition C4H8NO2 and charge -1 in a non-equilibrium geometry, from the OMol25 dataset.

Last columns: bonded neighbours and bond lengths (Å).
Geometry (Å):
1 O -0.950 1.257 2.712  C2 1.244
2 C -0.983 0.320 1.894  O1 1.244, N3 1.324, H8 1.129
3 N -0.193 -0.726 1.703  C2 1.324, C4 1.454
4 C -0.214 -1.296 0.365  N3 1.454, C5 1.528, H9 1.105, H10 1.113
5 C -0.246 -0.329 -0.818  C4 1.528, C6 1.562, H11 1.180, H12 1.103
6 C 1.105 0.441 -0.967  C5 1.562, O7 1.438, H13 1.113, H14 1.101
7 O 0.890 1.743 -1.538  C6 1.438, H15 0.985
8 H -1.834 0.325 1.152  C2 1.129
9 H -1.072 -1.976 0.210  C4 1.105
10 H 0.645 -2.000 0.429  C4 1.113
11 H -0.300 -0.828 -1.887  C5 1.180
12 H -1.043 0.433 -0.795  C5 1.103
13 H 1.695 0.470 -0.024  C6 1.113
14 H 1.683 -0.140 -1.701  C6 1.101
15 H 0.818 2.307 -0.734  O7 0.985

The calculation puts the energy relative to the best compared isomer or geometry (same formula, charge and spin) at 225.2 kJ/mol. The calculation puts the frontier orbital gap at 6.9 eV. As for the charge: -1. The HOMO energy comes out at -3.05 eV. Its SMILES is [O-]/C=N/CCCO. The total energy is -9862.453 eV.

Atomic partial charges in e from the Löwdin method, atoms 1 to 5:
1. O -0.152
2. C -0.586
3. N -0.065
4. C -0.353
5. C -0.211

[2]
The following is a quantum chemistry calculation of an isolated ion of composition C4H8NO2 and charge -1 in a non-equilibrium geometry, from the OMol25 dataset.

Last columns: bonded neighbours and bond lengths (Å).
Geometry (Å):
1 O 0.108 0.963 -3.158  C2 1.222
2 C -0.031 1.102 -1.952  O1 1.222, C3 1.480, H8 1.090
3 C 0.317 0.029 -0.993  C2 1.480, C4 1.519, H9 1.163, H10 1.088
4 C 0.861 0.465 0.357  C3 1.519, N5 1.429, H11 1.104, H12 1.109
5 N 0.500 -0.425 1.414  C4 1.429, C6 1.530, H13 1.007
6 C -0.980 -0.809 1.486  N5 1.530, O7 1.344, H14 1.116, H15 1.096
7 O -1.381 -1.614 0.488  C6 1.344
8 H -0.460 1.985 -1.478  C2 1.090
9 H -0.660 -0.581 -0.832  C3 1.163
10 H 0.798 -0.781 -1.537  C3 1.088
11 H 0.533 1.496 0.582  C4 1.104
12 H 1.959 0.527 0.214  C4 1.109
13 H 1.054 -1.266 1.447  N5 1.007
14 H -1.131 -1.253 2.498  C6 1.116
15 H -1.488 0.161 1.464  C6 1.096

The calculation puts the energy relative to the best compared isomer or geometry (same formula, charge and spin) at 274.5 kJ/mol. The calculation puts the frontier orbital gap at 6.9 eV. As for the charge: -1. The HOMO energy comes out at -2.92 eV. Its SMILES is O=CCCNC[O-]. The total energy is -9861.941 eV.

Atomic partial charges in e from the Löwdin method, atoms 1 to 5:
1. O -0.026
2. C -0.297
3. C -0.199
4. C -0.292
5. N -0.094

> The lowest energy relative to the best compared isomer or geometry (same formula, charge and spin) belongs to which entry?

number 1

> What is the charge in the first record?

-1

Repeat the first record exactly.
The following is a quantum chemistry calculation of an isolated ion of composition C4H8NO2 and charge -1 in a non-equilibrium geometry, from the OMol25 dataset.

Last columns: bonded neighbours and bond lengths (Å).
Geometry (Å):
1 O -0.950 1.257 2.712  C2 1.244
2 C -0.983 0.320 1.894  O1 1.244, N3 1.324, H8 1.129
3 N -0.193 -0.726 1.703  C2 1.324, C4 1.454
4 C -0.214 -1.296 0.365  N3 1.454, C5 1.528, H9 1.105, H10 1.113
5 C -0.246 -0.329 -0.818  C4 1.528, C6 1.562, H11 1.180, H12 1.103
6 C 1.105 0.441 -0.967  C5 1.562, O7 1.438, H13 1.113, H14 1.101
7 O 0.890 1.743 -1.538  C6 1.438, H15 0.985
8 H -1.834 0.325 1.152  C2 1.129
9 H -1.072 -1.976 0.210  C4 1.105
10 H 0.645 -2.000 0.429  C4 1.113
11 H -0.300 -0.828 -1.887  C5 1.180
12 H -1.043 0.433 -0.795  C5 1.103
13 H 1.695 0.470 -0.024  C6 1.113
14 H 1.683 -0.140 -1.701  C6 1.101
15 H 0.818 2.307 -0.734  O7 0.985

The calculation puts the energy relative to the best compared isomer or geometry (same formula, charge and spin) at 225.2 kJ/mol. The calculation puts the frontier orbital gap at 6.9 eV. As for the charge: -1. The HOMO energy comes out at -3.05 eV. Its SMILES is [O-]/C=N/CCCO. The total energy is -9862.453 eV.

Atomic partial charges in e from the Löwdin method, atoms 1 to 5:
1. O -0.152
2. C -0.586
3. N -0.065
4. C -0.353
5. C -0.211